# C22H60F3O11

A structure of composition C22H60F3O11 (the ωB97M-V functional and the def2-TZVPD basis, the OMol25 dataset).

Values from the calculation:
**Gap between HOMO and LUMO**: 0.2375 Ha
**Energy relative to the best compared isomer or geometry (same formula, charge and spin)**: 609.85 kcal/mol
**Electronic energy**: -54436.082 eV

The geometry in ORCA input format:
```
! RIJCOSX wB97M-V def2-TZVPD def2/J DEFGRID3
* xyz -1 1
C -1.230 0.160 -1.267
O 0.163 0.237 -0.838
O -1.100 0.169 -2.675
C -1.858 -0.980 -0.497
F -1.614 -0.912 0.760
F -3.163 -1.105 -0.739
F -1.332 -2.137 -0.859
C 0.649 1.421 -0.161
C 0.692 1.299 1.362
H -0.289 0.929 1.660
H 1.387 0.581 1.797
H 0.873 2.257 1.848
H 0.197 2.338 -0.539
H 1.700 1.628 -0.365
H -1.715 1.068 -0.905
C 3.838 -2.236 1.378
C 3.261 -1.403 0.199
O 1.929 -1.814 -0.022
H 3.087 -2.247 2.168
H 4.732 -1.731 1.746
H 4.171 -3.271 1.307
H 3.748 -1.723 -0.722
H 3.386 -0.326 0.315
H 1.284 -1.149 0.230
C 1.940 -2.557 -3.050
C 1.170 -1.441 -2.337
O 0.378 -0.786 -3.366
H 2.552 -2.149 -3.854
H 1.196 -3.268 -3.410
H 2.654 -3.126 -2.454
H 1.990 -0.782 -2.051
H 0.546 -1.771 -1.507
H -0.400 -0.507 -2.877
C -2.097 3.134 -1.832
C -3.325 2.286 -2.150
O -2.961 1.238 -3.014
H -1.321 2.605 -1.278
H -2.329 3.998 -1.209
H -1.636 3.472 -2.760
H -4.111 2.800 -2.703
H -3.708 1.941 -1.189
H -2.253 0.744 -2.595
C 1.559 -0.034 4.400
C 2.506 0.323 3.254
O 3.229 1.398 3.687
H 0.839 0.785 4.387
H 2.028 -0.330 5.338
H 0.857 -0.799 4.068
H 1.847 0.580 2.425
H 3.147 -0.498 2.932
H 3.701 0.971 4.406
C -3.765 -2.356 -4.055
C -3.204 -1.595 -2.893
O -1.910 -2.128 -2.984
H -3.561 -3.427 -4.075
H -3.434 -1.916 -4.996
H -4.849 -2.345 -3.942
H -3.785 -1.971 -2.051
H -3.335 -0.515 -2.956
H -1.318 -1.762 -2.323
C -2.383 -3.614 -0.649
C -2.949 -4.501 0.461
O -1.889 -5.174 1.099
H -2.048 -4.261 -1.459
H -1.522 -3.062 -0.273
H -3.153 -2.974 -1.080
H -3.667 -5.251 0.131
H -3.525 -3.867 1.136
H -1.307 -4.505 1.465
C 0.647 -1.792 2.571
C 0.038 -2.847 1.590
O -1.131 -3.448 2.182
H -0.137 -1.192 3.033
H 1.255 -1.020 2.100
H 0.941 -2.291 3.494
H 0.894 -3.470 1.328
H -0.229 -2.415 0.626
H -1.909 -2.894 2.077
C 0.305 4.234 -2.554
C -0.045 5.366 -1.636
O 0.235 5.216 -0.248
H -0.038 3.340 -2.034
H 1.346 4.186 -2.873
H -0.223 4.222 -3.508
H -1.111 5.592 -1.684
H 0.378 6.314 -1.968
H 1.066 4.740 -0.306
C 1.929 4.014 2.507
C 2.013 3.976 4.094
O 2.992 3.147 4.638
H 1.015 4.553 2.258
H 1.722 3.009 2.139
H 2.784 4.503 2.040
H 1.061 3.611 4.480
H 2.122 5.010 4.420
H 2.889 2.283 4.233
*
```

Okay, here come the Mulliken numbers, in e, for every atom:
1 C -0.120
2 O -0.077
3 O -0.631
4 C -0.029
5 F -0.073
6 F -0.369
7 F -0.564
8 C 0.687
9 C -0.540
10 H 0.291
11 H -0.674
12 H 0.323
13 H -1.434
14 H 0.451
15 H 0.876
16 C -1.441
17 C -0.017
18 O -0.133
19 H 0.333
20 H 0.433
21 H 0.348
22 H 0.536
23 H 0.132
24 H -1.025
25 C -1.971
26 C 1.315
27 O -0.672
28 H 0.383
29 H 0.389
30 H 0.320
31 H 0.161
32 H -0.034
33 H 0.069
34 C -0.144
35 C -0.934
36 O -0.696
37 H 0.229
38 H 0.278
39 H 0.244
40 H 0.511
41 H 0.173
42 H 0.373
43 C -1.040
44 C 0.285
45 O -0.427
46 H 0.252
47 H 0.383
48 H 0.413
49 H -0.226
50 H 0.001
51 H 0.484
52 C -1.959
53 C 0.242
54 O -0.616
55 H 0.325
56 H 0.372
57 H 0.464
58 H 0.301
59 H 0.780
60 H 0.574
61 C 0.614
62 C -0.945
63 O -0.755
64 H 0.291
65 H -0.302
66 H -0.302
67 H 0.404
68 H 0.296
69 H 0.545
70 C 0.099
71 C 0.259
72 O -0.658
73 H 0.395
74 H -1.288
75 H 0.606
76 H 0.377
77 H 0.200
78 H 0.568
79 C -0.909
80 C -0.370
81 O -0.467
82 H 0.424
83 H 0.376
84 H 0.499
85 H 0.337
86 H 0.398
87 H 0.240
88 C -0.709
89 C -0.677
90 O -0.816
91 H 0.317
92 H 0.375
93 H 0.432
94 H 0.257
95 H 0.398
96 H 0.608